# 1
{"formula": "C15H37N8O3PPt", "method": "ωB97M-V with the def2-TZVPD basis set", "energy_ha": -1717.646747, "de_lowest_kj_mol": 0.0, "total_charge": 2, "mol_weight_g_mol": 603.6, "multiplicity": 3, "max_force_ev_per_a": 2.43, "homo_ev": [-12.6723, -13.5952], "orbital_gap_ev": [7.31, 6.32], "s2": 2.01, "symbols": ["O", "N", "C", "C", "H", "H", "H", "H", "H", "H", "H", "Pt", "N", "C", "H", "H", "O", "P", "H", "H", "H", "C", "H", "H", "H", "H", "H", "C", "C", "H", "H", "N", "N", "H", "H", "C", "C", "H", "H", "H", "H", "C", "C", "C", "H", "C", "N", "H", "N", "H", "H", "C", "H", "H", "N", "H", "H", "H", "H", "O", "C", "H", "H", "C", "N"], "coordinates": [[3.2085, 1.1737, -0.0905], [-1.0869, 0.1848, 1.8479], [-1.5170, 0.1199, -2.7801], [-1.8939, 0.0191, 4.8703], [0.2683, 1.9895, 0.5952], [2.8410, 3.6065, -3.3997], [2.4311, 1.3702, -3.7265], [-2.8473, 0.1193, 4.3611], [-1.5585, 4.1585, -1.9756], [0.6750, 3.0161, -1.8751], [-0.6826, 4.2199, -0.4387], [-0.1920, 0.3026, 0.0836], [3.7666, -1.4370, -0.2735], [-1.4866, -4.4296, -0.7351], [-2.8923, -0.7728, 2.3120], [-3.0342, -4.2086, -3.0330], [-0.2102, 2.6115, -1.6793], [2.6338, 0.6065, -1.4027], [2.9052, -1.9540, -0.0160], [-1.9403, 0.4763, 5.8670], [-1.4353, -1.5277, 3.0423], [-0.5728, 0.8796, 2.8401], [-1.4931, -5.3316, -1.3605], [0.8756, 3.3660, 4.0497], [-0.5014, -4.3189, -0.2118], [-2.0290, 3.0182, -0.7112], [-0.6308, 2.3084, 5.4963], [-2.1228, -3.5614, -2.9837], [3.6067, -0.8713, -1.6403], [4.6156, -0.5639, -1.9979], [-1.6803, 0.6417, -1.8125], [-0.8212, 0.6841, 4.1683], [0.3889, 1.8293, 2.6790], [-1.1719, -2.8725, 1.1982], [-0.5146, 0.3719, -3.1606], [-1.8278, -1.0394, 2.1292], [-2.2882, -2.1890, -3.5719], [-1.6714, -1.0829, 5.0260], [3.2346, 3.3948, -1.7638], [-1.8483, -2.0904, -4.5678], [-3.3709, -1.9380, -3.7215], [3.0299, 1.6843, -2.8506], [-1.5044, -2.0112, -1.4314], [0.8995, 2.2500, 3.9464], [1.9678, 2.0942, 1.2824], [0.9234, 2.3883, 1.4622], [-1.6505, -1.3357, -2.5941], [1.9525, 1.9142, 4.0564], [2.6755, 3.0510, -2.5470], [0.8512, 3.5049, 1.4669], [-1.3329, -4.1318, -3.4714], [-1.7949, -2.0015, 0.9445], [4.5917, -2.0100, -0.1245], [3.1970, -1.6077, -2.3595], [-1.3256, -1.3972, -0.2795], [-2.2678, 0.3970, -3.5030], [4.0687, 1.5242, -3.1570], [-2.3000, -4.4907, 0.0362], [3.8679, -0.6214, 0.3632], [1.1703, 0.1792, -1.5503], [-1.1429, 3.5345, -1.1738], [-2.8189, -2.4117, 0.7831], [0.5544, 0.9963, 5.7367], [-0.0034, 1.5627, 4.9437], [-1.7372, -3.3409, -1.6162]], "forces_ev_per_angstrom": [[-0.96, -1.04, -1.76], [0.37, -0.50, -0.62], [0.20, -0.80, 0.42], [0.03, -1.52, 0.51], [0.94, 1.50, 0.79], [-0.10, -0.03, 0.91], [0.08, -0.14, 0.54], [-0.05, 0.08, 0.10], [0.10, -0.06, 0.08], [-0.79, -0.16, 0.03], [-0.30, -0.31, -0.11], [0.26, 0.06, -0.90], [-0.46, -0.41, 0.50], [-0.01, -0.42, 1.26], [0.64, -0.14, 0.03], [0.55, 0.70, -0.04], [0.70, -0.34, 0.05], [0.27, 2.27, 0.28], [0.72, 0.23, 0.06], [-0.22, -0.12, -0.36], [-0.20, 0.19, -0.69], [0.70, 0.49, 1.65], [0.12, 0.11, 0.47], [0.07, -0.92, -0.13], [-0.78, -0.28, -0.54], [1.05, 0.18, -0.31], [0.32, -0.58, -0.45], [-0.52, -1.92, -0.52], [1.53, -0.89, -1.15], [-0.63, -0.28, 0.27], [-0.09, -0.26, -0.82], [0.31, 0.18, -1.42], [-1.13, -0.48, -0.14], [-0.13, 0.29, 0.26], [-0.51, -0.05, 0.23], [-1.13, 0.23, 0.36], [-0.98, 0.48, -1.10], [-0.30, 1.28, -0.10], [-0.06, 0.13, -0.48], [0.18, -0.08, 0.17], [0.73, 0.03, 0.42], [-0.31, -0.94, -0.25], [-0.77, 0.02, 0.34], [1.26, 1.08, 0.66], [-0.44, 0.07, 0.12], [-0.21, 0.25, -0.51], [0.53, 0.33, 0.23], [-0.46, 0.29, -0.09], [-0.02, 0.59, -0.09], [-0.15, -0.86, 0.03], [0.14, -0.03, -0.24], [-0.23, -1.56, -0.09], [0.02, -0.43, -0.29], [0.16, 0.32, 0.64], [-0.08, -0.51, -0.40], [-0.27, 0.36, -0.12], [0.21, 0.08, 0.23], [0.81, -0.35, -0.62], [-0.35, 0.29, -0.08], [0.19, -0.21, 0.96], [-0.76, 0.90, 0.21], [0.57, 0.32, 0.19], [-0.38, 0.44, -0.77], [0.31, 0.77, 2.29], [-0.26, 2.03, -0.12]]}

# 2
{"formula": "Cl2HN", "method": "ωB97M-V with the def2-TZVPD basis set", "energy_ha": -975.554301, "de_lowest_kj_mol": 278.5, "total_charge": 0, "mol_weight_g_mol": 85.9, "max_force_ev_per_a": 2.57, "homo_ev": -10.0631, "orbital_gap_ev": 5.78, "symbols": ["Cl", "H", "N", "Cl"], "coordinates": [[0.2779, 0.2470, -0.3461], [-0.7505, -1.6346, -0.3296], [-1.0804, -0.6718, -0.5406], [1.5530, 2.0595, 1.2163]], "forces_ev_per_angstrom": [[-1.19, -0.26, -0.30], [-0.21, 0.37, 0.22], [2.27, 1.04, 0.64], [-0.87, -1.16, -0.56]]}